{"formula": "C3H11N2S2", "method": "ωB97M-V/def2-TZVPD", "s2": 2.01, "e_tot_ha": -1026.29202, "e_above_lowest_ev": 2.638, "fmax_ev_per_a": 4.36, "spin_multiplicity": 3, "total_charge": 1, "species": ["C", "C", "C", "N", "N", "S", "S", "H", "H", "H", "H", "H", "H", "H", "H", "H", "H", "H"], "coordinates": [[-0.42558, 0.03158, 1.51365], [0.37472, 0.27796, -0.86374], [-0.86612, -0.03113, 0.10138], [1.22854, 1.45451, -0.76900], [1.31286, -0.94657, -0.98612], [-2.06375, 1.25871, -0.31297], [-1.30583, -1.75910, -0.43323], [0.64523, 0.00939, 1.79692], [-0.70467, 0.92725, 1.95147], [-0.80534, -0.68578, 2.18688], [0.04144, 0.42251, -1.88525], [1.69822, 1.58870, 0.12908], [0.71077, 2.24726, -1.01411], [1.68382, -0.94393, -2.02345], [0.53668, -1.72303, -0.73070], [2.12154, -1.16532, -0.26756], [-2.74062, 1.29614, 0.79236], [-1.44193, -2.25914, 0.81439]], "forces_ev_per_angstrom": [[1.9, -0.1, 1.1], [1.3, 1.0, -0.3], [3.8, 1.9, 0.7], [0.4, -1.9, 1.4], [0.6, -1.1, 0.0], [-0.1, 0.2, -2.2], [-2.3, -3.3, -1.6], [0.0, -0.1, -0.9], [-0.6, 2.0, 0.8], [-1.0, -1.4, 0.4], [-0.8, -0.7, -0.3], [-0.4, 0.0, -0.2], [-0.6, 1.5, -0.4], [-0.7, -0.4, 2.7], [1.3, 0.7, -1.1], [-1.9, 1.4, -1.8], [-0.6, -0.4, 1.4], [-0.1, 0.6, 0.3]], "nbo_charge": [-0.7052, 0.0833, -0.4815, -0.8172, -0.7795, 0.3846, 0.0401, 0.2252, 0.2399, 0.2389, 0.2136, 0.3786, 0.3878, 0.4693, 0.4033, 0.4587, 0.1328, 0.1271]}

---

{"formula": "C26H43InN6", "method": "ωB97M-V/def2-TZVPD", "e_tot_ha": -1534.60306, "e_above_lowest_ev": 1.660, "fmax_ev_per_a": 4.89, "total_charge": 2, "species": ["In", "C", "C", "N", "C", "C", "N", "C", "C", "C", "N", "C", "C", "N", "C", "H", "H", "H", "H", "H", "H", "H", "H", "H", "H", "H", "H", "H", "H", "H", "H", "H", "H", "H", "H", "H", "H", "H", "H", "C", "C", "C", "C", "C", "C", "C", "C", "C", "C", "H", "H", "H", "H", "H", "H", "H", "H", "H", "H", "H", "H", "H", "H", "H", "N", "C", "C", "C", "C", "N", "C", "C", "H", "H", "H", "H"], "coordinates": [[7.11321, 9.31266, 9.33535], [10.38664, 10.80050, 10.71864], [9.04332, 11.08606, 11.36428], [7.95979, 11.17804, 10.34548], [6.73681, 11.88081, 11.00038], [5.81107, 10.99624, 11.65201], [5.24155, 10.08298, 10.64269], [4.49722, 8.85823, 11.16460], [5.22278, 8.28224, 12.35567], [6.72391, 8.03068, 12.14010], [7.02007, 7.64747, 10.73421], [8.22899, 6.82036, 10.52295], [9.42164, 7.67019, 10.68326], [9.40329, 8.61829, 9.61064], [10.37805, 9.73296, 9.52544], [11.21497, 10.53527, 11.45016], [10.79739, 11.70331, 10.26013], [9.10133, 12.06310, 11.90868], [8.76430, 10.26559, 12.07080], [8.34068, 11.79043, 9.58120], [6.32350, 12.48265, 10.16715], [7.09336, 12.72107, 11.64722], [4.98740, 11.57163, 12.11294], [6.24925, 10.50083, 12.46859], [4.71664, 10.52476, 9.96029], [4.40092, 8.08026, 10.45146], [3.46685, 9.07799, 11.49097], [4.73027, 7.35053, 12.72781], [5.25540, 8.96158, 13.20613], [7.08351, 7.19808, 12.80546], [7.34354, 8.87070, 12.38956], [6.22288, 7.15062, 10.45608], [8.16120, 6.34411, 9.57121], [8.22345, 5.92537, 11.21492], [10.36724, 7.13082, 10.67959], [9.44754, 8.24225, 11.60378], [9.50594, 8.09716, 8.75184], [10.08717, 10.13593, 8.62682], [11.35855, 9.34479, 9.44529], [8.12894, 7.31239, 6.95965], [8.64336, 8.57806, 6.63521], [7.67052, 9.51913, 6.67393], [6.49082, 8.88066, 7.29326], [6.81376, 7.41493, 7.31401], [5.87862, 6.30156, 7.79781], [5.11563, 9.31008, 6.92423], [7.76232, 11.01304, 6.29451], [10.05756, 8.74981, 6.11514], [8.90178, 6.06834, 6.93512], [6.47090, 5.38274, 7.70966], [4.90130, 6.24859, 7.26567], [5.72709, 6.33329, 8.92120], [4.86653, 9.05937, 5.90184], [4.98748, 10.41685, 7.15010], [4.43043, 8.70564, 7.57859], [7.74407, 11.60527, 7.17410], [6.93441, 11.25581, 5.69511], [8.66409, 11.27184, 5.77064], [10.33142, 8.27486, 5.18272], [10.79774, 8.29544, 6.82584], [10.40041, 9.79050, 5.93526], [8.55275, 5.24651, 7.55856], [10.04254, 6.22807, 7.11705], [8.82220, 5.71736, 5.87438], [11.16554, 18.53418, 8.67085], [10.62578, 17.52908, 8.69746], [9.98609, 16.25064, 8.66469], [10.64758, 15.06430, 8.13648], [9.96403, 13.89824, 8.18447], [8.76104, 13.69247, 8.70613], [8.17562, 14.76783, 9.24780], [8.75134, 16.06633, 9.30134], [11.69138, 15.04468, 7.73060], [10.38733, 12.95653, 7.75658], [7.15486, 14.71147, 9.66086], [8.09840, 16.81429, 9.72230]], "forces_ev_per_angstrom": [[0.6, 0.6, -0.2], [1.3, -1.2, -0.8], [0.1, -0.4, 0.5], [-0.8, 1.0, 0.6], [2.9, 3.1, -2.4], [-3.0, 0.1, -0.2], [1.4, -3.2, 1.6], [0.0, 1.5, 1.4], [0.9, -0.6, 1.1], [0.5, -1.8, 0.2], [0.8, 0.2, 0.9], [-1.0, -1.9, 2.1], [1.7, 0.5, 0.5], [-0.8, 1.1, -0.7], [-0.7, -0.3, 3.2], [-1.4, 0.1, -0.5], [-0.3, 0.1, -0.1], [-0.1, -0.9, -0.2], [0.3, 0.8, -0.3], [-0.7, 0.0, 0.6], [-0.4, -0.6, 0.2], [-0.1, -1.0, 0.0], [0.3, 0.1, -0.2], [0.6, -0.9, 0.7], [-1.5, 1.4, -1.3], [0.0, -0.4, -1.4], [0.3, 0.3, -0.3], [0.3, 0.7, -0.5], [-0.7, 0.0, 0.1], [-0.4, 0.7, -0.5], [0.1, 0.5, 0.2], [-1.1, -1.2, -0.7], [0.1, 0.1, -1.1], [0.1, 1.1, -0.3], [0.0, -0.5, 0.0], [-0.3, -0.1, 0.5], [0.1, -0.1, -0.4], [-0.2, 1.6, -2.1], [1.2, -0.4, -0.2], [-1.2, -1.1, 1.1], [1.8, 1.1, -2.3], [0.6, 1.4, 0.4], [0.1, -0.5, -0.4], [-0.5, 0.5, 0.9], [0.9, 0.3, 0.6], [-1.1, 0.6, 1.7], [0.4, -2.2, 0.6], [1.2, 0.5, 0.9], [2.4, -0.7, -1.3], [-0.7, -0.1, -0.4], [0.8, -0.1, 0.5], [-0.4, 0.2, -1.2], [0.0, 0.2, -0.3], [-0.2, -1.3, -0.6], [0.1, 0.8, -0.6], [-0.2, 0.9, 0.9], [-1.1, 0.5, -0.9], [0.4, -0.2, -0.3], [-0.6, -0.5, -0.4], [-0.5, 0.4, -0.3], [-0.5, -0.4, 0.5], [0.0, 0.2, 0.1], [-2.0, -0.3, -0.2], [0.4, -0.1, 0.8], [0.4, 0.8, 0.1], [-0.1, -0.7, -0.4], [0.3, -1.8, 0.5], [0.5, 2.3, 0.3], [0.5, -2.5, -0.7], [-1.3, 0.9, 0.9], [0.1, 0.9, 0.1], [-0.2, -1.7, -1.2], [-1.2, 0.5, 0.4], [0.0, 1.0, 0.3], [0.6, -0.5, -0.2], [0.5, 0.5, 0.0]], "lowdin_charge": [1.0604, -0.1138, -0.1918, -0.0812, -0.1736, -0.1983, -0.0446, -0.1395, -0.1481, -0.1606, -0.1078, -0.1456, -0.1763, -0.0830, -0.1236, 0.1462, 0.1046, 0.1441, 0.1102, 0.0864, 0.1295, 0.1469, 0.1650, 0.0937, 0.0965, 0.0967, 0.1467, 0.1523, 0.1191, 0.1572, 0.0773, 0.0626, 0.0992, 0.1686, 0.1527, 0.1231, 0.0874, 0.0717, 0.1198, -0.2942, -0.2643, -0.2210, -0.4121, -0.2266, -0.0005, -0.0538, 0.0130, -0.0175, -0.0281, 0.0785, 0.1072, 0.0690, 0.1029, 0.1046, 0.0899, 0.0360, 0.0728, 0.0798, 0.0902, 0.0833, 0.0872, 0.0732, 0.1206, 0.1240, 0.2092, -0.1649, -0.1663, 0.0191, -0.1814, 0.0346, -0.1155, 0.0179, 0.1472, 0.1222, 0.1094, 0.1245]}

---

{"formula": "C7H14N", "method": "ωB97M-V/def2-TZVPD", "e_tot_ha": -329.39715, "e_above_lowest_ev": 5.725, "fmax_ev_per_a": 5.72, "total_charge": 1, "species": ["C", "C", "C", "C", "C", "C", "C", "N", "H", "H", "H", "H", "H", "H", "H", "H", "H", "H", "H", "H", "H", "H"], "coordinates": [[-2.28815, 0.60420, 0.17915], [-1.82460, -0.82441, 0.27746], [-0.35864, -0.76438, -0.17911], [0.02432, -1.37407, -1.30406], [0.59538, -0.42882, 0.96554], [2.06102, -0.53266, 0.64097], [2.90521, 0.41328, 0.24067], [-0.48519, 2.20935, -0.59262], [-3.18897, 0.53786, -0.43906], [-2.59770, 1.07978, 1.11008], [-2.33630, -1.54077, -0.36802], [-1.85701, -1.26749, 1.27770], [-0.72308, -1.82785, -1.94674], [1.06830, -1.48721, -1.55700], [0.22508, -1.14564, 1.69526], [0.35247, 0.53768, 1.40979], [2.45213, -1.54924, 0.57660], [2.54319, 1.43840, 0.33589], [3.90954, 0.27088, -0.13075], [-1.35888, 1.55961, -0.44936], [-0.23130, 2.03129, -1.56675], [-0.80941, 3.17132, -0.48746]], "forces_ev_per_angstrom": [[-3.6, -4.2, 1.5], [0.6, 0.9, -0.3], [1.7, -1.2, 0.1], [-0.7, 0.4, 0.2], [-0.3, 0.8, -0.1], [0.6, -1.2, -0.8], [-1.3, 1.0, 0.6], [0.0, -0.5, 0.4], [0.8, 1.4, -1.2], [1.5, 1.1, -0.1], [-0.3, 0.7, -0.3], [0.1, 0.7, 0.2], [0.2, 0.2, -0.2], [0.0, 0.0, 0.0], [0.7, -0.3, 0.5], [0.1, 0.2, -0.2], [-0.3, 0.0, 0.1], [0.3, 0.0, -0.3], [0.0, -0.3, 0.2], [0.5, 0.6, -0.2], [-0.3, 0.0, 0.0], [-0.3, -0.1, -0.1]], "nbo_charge": [-0.0064, -0.5241, 0.0315, -0.3398, -0.4845, -0.1995, -0.3421, -0.7659, 0.2636, 0.2635, 0.2642, 0.2726, 0.2125, 0.2426, 0.2266, 0.2267, 0.2061, 0.1876, 0.2253, 0.2418, 0.4004, 0.3973]}

---

{"formula": "C15H20N3O4", "method": "ωB97M-V/def2-TZVPD", "e_tot_ha": -1048.51344, "e_above_lowest_ev": 0.000, "fmax_ev_per_a": 0.82, "total_charge": 1, "species": ["C", "C", "O", "O", "C", "C", "N", "C", "C", "C", "C", "C", "C", "C", "C", "C", "C", "N", "H", "H", "H", "H", "H", "H", "H", "H", "H", "H", "H", "H", "H", "H", "H", "H", "H", "C", "N", "O", "O", "H", "H", "H"], "coordinates": [[-4.11384, -3.39419, 0.62639], [-4.56842, -3.37361, -0.80148], [-5.55349, -2.81549, -1.18472], [-3.74309, -4.04112, -1.69838], [-3.14572, -3.18784, -2.66713], [-2.23132, -2.19577, -2.03284], [-2.60418, -0.97804, -1.63845], [-1.54321, -0.32263, -1.04953], [-0.47911, -1.17132, -1.09834], [0.91334, -0.96716, -0.58836], [0.94835, 0.19288, 0.37722], [1.28764, 1.46832, -0.05902], [1.27618, 2.54354, 0.81156], [0.92396, 2.37666, 2.15036], [0.89509, 3.55009, 3.08593], [0.59520, 1.09360, 2.58226], [0.60352, 0.01604, 1.71080], [-0.94242, -2.31891, -1.71180], [-4.16804, -2.36802, 0.98912], [-4.79160, -3.99479, 1.22776], [-3.09152, -3.74442, 0.73525], [-3.92730, -2.64379, -3.20062], [-2.61683, -3.84503, -3.35077], [-3.54210, -0.62635, -1.77283], [-1.62201, 0.66890, -0.64287], [1.56910, -0.76975, -1.43702], [1.23459, -1.87547, -0.07605], [1.55566, 1.63692, -1.09506], [1.54737, 3.53151, 0.46229], [0.25256, 4.33500, 2.68647], [1.88714, 3.97946, 3.21715], [0.49483, 3.27357, 4.05865], [0.31556, 0.94242, 3.61657], [0.32611, -0.95854, 2.09516], [-0.39197, -3.14411, -1.89867], [5.64154, 2.24788, -0.25455], [4.66560, 3.35351, -0.45576], [4.78036, 4.34453, 0.22775], [3.80593, 3.18292, -1.29864], [6.33580, 2.54475, 0.52173], [5.07388, 1.36764, 0.03210], [6.14688, 2.08623, -1.20163]], "forces_ev_per_angstrom": [[0.2, 0.1, -0.1], [-0.6, 0.1, -0.1], [0.3, 0.1, -0.1], [0.7, 0.1, 0.5], [-0.6, -0.4, -0.1], [0.0, 0.3, 0.0], [0.1, -0.3, -0.1], [0.0, -0.2, 0.0], [-0.2, 0.4, 0.2], [-0.3, 0.0, 0.1], [0.1, 0.1, 0.1], [0.0, 0.0, -0.2], [0.0, 0.1, 0.3], [0.0, -0.1, -0.1], [-0.2, 0.0, 0.0], [0.0, 0.2, 0.0], [0.0, 0.0, 0.1], [-0.1, -0.1, -0.1], [-0.1, 0.0, 0.1], [0.0, -0.1, 0.0], [0.0, -0.2, 0.0], [0.1, 0.0, -0.2], [0.1, 0.1, -0.1], [0.0, 0.1, 0.1], [0.0, 0.0, 0.0], [0.1, -0.1, 0.0], [0.1, -0.1, -0.1], [0.1, 0.0, 0.0], [0.0, 0.0, -0.1], [0.0, 0.1, 0.0], [0.1, 0.0, 0.0], [0.1, 0.0, 0.1], [0.0, 0.0, 0.0], [0.0, -0.1, -0.1], [0.0, 0.0, 0.0], [0.1, 0.0, 0.1], [0.0, 0.0, 0.0], [0.0, 0.0, 0.1], [0.0, -0.1, 0.0], [0.0, 0.0, 0.0], [0.0, 0.0, -0.1], [0.0, 0.0, 0.0]], "nbo_charge": [-0.7392, 0.7953, -0.5278, -0.5213, -0.1266, 0.3945, -0.4506, -0.0553, 0.1742, -0.4598, -0.0782, -0.1576, -0.2234, 0.0083, -0.6358, -0.2066, -0.2034, -0.4529, 0.2487, 0.2750, 0.2298, 0.2311, 0.2416, 0.4604, 0.2714, 0.2497, 0.2390, 0.2171, 0.2331, 0.2286, 0.2353, 0.2207, 0.2199, 0.2095, 0.4517, -0.4841, 0.5375, -0.3549, -0.4022, 0.2375, 0.2305, 0.2392]}

---

Number 4 is which compound? C15H20N3O4